(1)
Here is a gas-phase ion, ClHNO2S2 (charge -1) from OMol25. Energies are from ωB97M-V with the def2-TZVPD basis set.

CARTESIAN COORDINATES (ANGSTROEM)
N1 -0.9983 1.2371 1.1420
O1 1.0217 1.2175 -0.3666
O2 -0.8441 -0.5610 -0.9091
S1 -0.0292 -1.5880 -0.0458
S2 -0.4534 1.3310 -0.3000
Cl1 1.6285 -2.1783 -1.2519
H1 -0.3253 0.5418 1.7312

Output
Energy relative to the best compared isomer or geometry (same formula, charge and spin) ... 82.2 kJ/mol
Multiplicity ... 3
Electronic energy ... -39792.41390 eV
Charge ... -1
E_LUMO (spin up / spin down) ... 3.7 / 2.2 eV
E_HOMO (spin up / spin down) ... -1.84 / -5.47 eV

=====

(2)
Here is a molecular structure, C4H7BrNO from OMol25. Energies are from ωB97M-V with the def2-TZVPD basis set.

CARTESIAN COORDINATES (ANGSTROEM)
C1 -0.4633 -1.3132 -0.6814
C2 0.0085 -1.3592 0.5712
C3 -0.5128 0.2211 -1.1979
C4 0.5207 0.5164 1.0879
N1 -0.3421 1.1215 -0.0397
O1 1.8017 0.8490 0.8866
Br1 0.4234 -2.7470 1.6763
H1 -0.8572 -2.2335 -1.2218
H2 0.1338 0.4528 -1.9386
H3 -1.6089 0.3176 -1.5470
H4 0.1031 0.6562 2.1528
H5 -0.1217 2.0239 -0.3982
H6 -1.2460 1.1768 0.4998
H7 2.1608 0.3175 0.1501

Output
Energy relative to the best compared isomer or geometry (same formula, charge and spin) ... 245.9 kJ/mol
Electronic energy ... -77831.62970 eV
Charge ... +1
E_LUMO ... -3.5 eV
E_HOMO ... -13.70 eV

=====

(3)
Here is C16H21N3O4 in the gas phase from OMol25. Energies are from ωB97M-V with the def2-TZVPD basis set.

CARTESIAN COORDINATES (ANGSTROEM)
C1 4.3604 0.1048 1.8496
O1 4.1013 0.6007 0.5625
C2 3.5350 1.8948 0.5805
C3 3.1085 2.2700 -0.8363
H1 3.8953 1.9542 -1.5236
H2 2.9964 3.3523 -0.9056
C4 1.7819 1.6079 -1.2229
N1 1.8360 0.1704 -1.1212
C5 1.3755 -0.4907 -0.0359
O2 0.7302 0.0573 0.8383
C6 1.7161 -1.9727 -0.0306
H3 2.6906 -2.0651 0.4554
H4 1.8065 -2.3300 -1.0574
C7 0.6820 -2.8025 0.7290
C8 -0.6083 -2.9865 -0.0720
N2 -1.2523 -1.7031 -0.3158
C9 -1.9529 -1.1441 0.7495
O3 -2.1636 -1.7859 1.7547
C10 -2.4063 0.2337 0.5440
C11 -3.0573 0.9211 1.5663
C12 -3.4532 2.2283 1.3806
C13 -3.1970 2.8648 0.1709
C14 -2.5507 2.2001 -0.8510
C15 -2.1516 0.8777 -0.6690
N3 -1.5128 0.1756 -1.6623
C16 -0.9974 -1.0860 -1.5191
O4 -0.3814 -1.6117 -2.4228
H5 -1.3123 0.6311 -2.5421
H6 -2.3479 2.6942 -1.7901
H7 -3.5035 3.8904 0.0279
H8 -3.9577 2.7610 2.1717
H9 -3.2337 0.4004 2.4946
H10 -0.4034 -3.4396 -1.0435
H11 -1.3093 -3.6040 0.4933
H12 1.0898 -3.7892 0.9527
H13 0.4431 -2.3018 1.6690
H14 2.4706 -0.3062 -1.7416
H15 0.9923 1.9398 -0.5428
H16 1.5159 1.8830 -2.2488
H17 4.2788 2.6147 0.9585
H18 2.6652 1.9143 1.2525
H19 4.8252 -0.8714 1.7232
H20 5.0455 0.7632 2.3985
H21 3.4330 0.0013 2.4261

Output
Energy relative to the best compared isomer or geometry (same formula, charge and spin) ... 0.0 kJ/mol
Electronic energy ... -29595.36994 eV
Charge ... 0
E_LUMO ... 0.6 eV
E_HOMO ... -8.68 eV

=====

(4)
Here is a molecular structure, C5H12N4 from OMol25. Energies are from ωB97M-V with the def2-TZVPD basis set.

CARTESIAN COORDINATES (ANGSTROEM)
C1 -1.2531 -1.5609 0.3877
C2 2.1838 -0.9116 -0.6474
C3 -1.6703 1.8265 0.1196
N1 -0.3797 -0.5095 -0.1138
N2 -0.7178 0.0734 -1.4158
C4 1.2288 -0.3127 0.3476
C5 -0.4944 1.0495 -0.3828
N3 1.4498 -0.4514 1.5999
N4 0.8186 1.4150 -0.2494
H1 0.1048 0.0138 -2.0170
H2 0.7084 -0.0885 2.1944
H3 0.9762 1.9998 0.5658
H4 -1.1809 -2.4453 -0.2488
H5 -0.9251 -1.8064 1.3969
H6 -2.2858 -1.2127 0.4010
H7 2.2278 -1.9927 -0.5029
H8 1.9201 -0.6929 -1.6812
H9 3.1726 -0.4942 -0.4631
H10 -1.5180 2.1166 1.1600
H11 -1.7751 2.7339 -0.4786
H12 -2.5908 1.2505 0.0279

Output
Energy relative to the best compared isomer or geometry (same formula, charge and spin) ... 403.8 kJ/mol
Electronic energy ... -11336.03646 eV
Charge ... 0
E_LUMO ... 0.8 eV
E_HOMO ... -7.97 eV

=====

(5)
Here is a molecular structure, C50H56BrN3OP3S4Sc from OMol25. Energies are from ωB97M-V with the def2-TZVPD basis set.

CARTESIAN COORDINATES (ANGSTROEM)
Sc1 -0.3933 0.3376 -0.2778
C1 2.6531 3.1643 -0.8265
C2 2.7400 3.1322 0.6956
C3 2.8122 4.5632 1.2222
P1 1.3934 1.9748 1.3596
C4 2.3037 1.2730 2.8776
C5 1.2669 0.6112 3.7863
C6 3.1922 2.1901 3.7144
C7 0.0364 2.8984 2.1666
C8 0.3027 3.9259 3.0726
C9 -0.6810 4.5081 3.8434
C10 -1.9743 4.0154 3.7454
C11 -2.2649 3.0015 2.8688
C12 -1.2983 2.4130 2.0174
N1 -1.6017 1.3592 1.2017
C13 -2.9553 1.0309 1.0243
C14 -3.9389 1.9788 0.7129
C15 -5.2675 1.6228 0.6097
C16 -5.6671 0.3192 0.8639
C17 -4.7161 -0.6403 1.1610
C18 -3.3670 -0.3095 1.1954
P2 -1.9935 -1.4561 1.5611
C19 -2.5254 -3.1986 1.0344
C20 -1.2293 -3.9953 0.8530
C21 -3.3467 -3.2945 -0.2448
C22 -2.3550 -1.6392 3.4121
C23 -2.4946 -0.2785 4.0852
C24 -1.3092 -2.4900 4.1271
H1 3.4322 3.8009 -1.2394
H2 2.7757 2.1695 -1.2484
H3 1.6949 3.5554 -1.1592
H4 3.6679 2.6041 0.9607
H5 1.8582 5.0733 1.1139
H6 3.1342 4.6108 2.2576
H7 3.5460 5.1101 0.6313
H8 2.9713 0.5062 2.4452
H9 0.7827 1.3700 4.3964
H10 0.4888 0.1176 3.2031
H11 1.7328 -0.1123 4.4530
H12 2.6155 2.9828 4.1814
H13 3.6427 1.5997 4.5126
H14 4.0019 2.6223 3.1331
H15 1.3120 4.2788 3.1925
H16 -0.4410 5.3012 4.5354
H17 -2.7579 4.4111 4.3742
H18 -3.2705 2.6103 2.8593
H19 -3.6403 3.0085 0.5645
H20 -6.0006 2.3723 0.3466
H21 -6.7121 0.0525 0.8249
H22 -5.0295 -1.6479 1.3898
H23 -3.1018 -3.6358 1.8605
H24 -0.6154 -3.5420 0.0728
H25 -0.6408 -4.0311 1.7686
H26 -1.4523 -5.0193 0.5573
H27 -2.8301 -2.8257 -1.0761
H28 -3.5010 -4.3442 -0.4927
H29 -4.3172 -2.8200 -0.1557
H30 -3.3267 -2.1482 3.4726
H31 -1.6225 0.3485 3.9167
H32 -3.3657 0.2485 3.7054
H33 -2.6158 -0.4077 5.1602
H34 -0.3174 -2.0466 4.0455
H35 -1.5515 -2.5555 5.1878
H36 -1.2784 -3.5025 3.7313
N2 1.2148 -1.5134 1.1604
C25 2.1443 -2.5468 0.7937
C26 2.7794 -3.3333 1.7466
C27 3.6959 -4.2910 1.3521
C28 3.9717 -4.4754 0.0051
C29 3.3287 -3.7042 -0.9456
C30 2.4158 -2.7319 -0.5582
P3 1.5280 -1.6119 -1.7176
C31 2.9824 -0.7012 -2.3538
C32 3.9963 -0.3358 -1.4708
C33 5.0542 0.4438 -1.9049
C34 5.0979 0.8917 -3.2143
C35 4.0764 0.5571 -4.0892
C36 3.0249 -0.2319 -3.6638
C37 1.1716 -2.8433 -3.0283
C38 -0.0423 -3.5207 -2.9276
C39 -0.3851 -4.4976 -3.8453
C40 0.4802 -4.8053 -4.8810
C41 1.6928 -4.1437 -4.9810
C42 2.0472 -3.1755 -4.0573
H37 1.7396 -0.7586 1.6021
H38 0.5771 -1.8874 1.8687
H39 2.5643 -3.1845 2.7975
H40 4.2012 -4.8882 2.0968
H41 4.6903 -5.2205 -0.3002
H42 3.5336 -3.8562 -1.9947
H43 3.9574 -0.6682 -0.4409
H44 5.8423 0.7120 -1.2142
H45 5.9255 1.4988 -3.5546
H46 4.0877 0.9268 -5.1039
H47 2.2248 -0.4729 -4.3487
H48 -0.7339 -3.2564 -2.1417
H49 -1.3345 -5.0046 -3.7550
H50 0.2097 -5.5573 -5.6098
H51 2.3689 -4.3786 -5.7912
H52 3.0014 -2.6778 -4.1490
O1 -1.0776 -0.1523 -7.2938
C43 -0.9820 -0.0453 -6.1057
S1 0.1159 1.0867 -5.3058
C44 -0.2736 0.6481 -3.6414
C45 -1.2201 -0.3037 -3.4753
S2 -1.8401 -0.8991 -1.9756
S3 -1.9106 -0.9952 -4.9432
S4 0.6044 1.4785 -2.4111
Br1 -5.5914 2.3955 -3.7001
C46 -3.9839 2.9297 -2.8454
C47 -3.5680 4.2495 -2.8831
C48 -2.3999 4.5671 -2.2078
C49 -1.7110 3.5610 -1.5495
N3 -2.1114 2.2929 -1.5234
C50 -3.2378 1.9867 -2.1543
H53 -4.1429 4.9986 -3.4095
H54 -2.0367 5.5843 -2.1861
H55 -0.7914 3.7726 -1.0112
H56 -3.5606 0.9544 -2.1011

Output
Energy relative to the best compared isomer or geometry (same formula, charge and spin) ... 70.4 kJ/mol
Electronic energy ... -221231.53737 eV
Charge ... 0
E_LUMO ... 0.1 eV
E_HOMO ... -6.40 eV

=====

(6)
Here is C26H33N3O4 in the gas phase from OMol25. Energies are from ωB97M-V with the def2-TZVPD basis set.

CARTESIAN COORDINATES (ANGSTROEM)
C1 -2.1705 0.4814 3.9195
H1 -2.8688 -0.1548 4.4585
H2 -2.7044 1.3547 3.5532
H3 -1.7907 -0.0590 3.0556
C2 -1.0483 0.9315 4.8473
N1 -0.4837 -0.1591 5.6301
C3 0.0603 -1.2584 4.8752
H4 -0.7364 -1.6737 4.2550
H5 0.3481 -2.0300 5.5947
C4 1.2933 -0.9566 3.9788
N2 0.9472 -0.5766 2.6356
C5 1.0729 0.6803 2.1511
O1 1.4580 1.6402 2.7859
C6 0.6231 0.6512 0.6947
O2 0.5834 1.6144 -0.0403
C7 0.2429 -0.7270 0.4305
C8 -0.3877 -1.2390 -0.6554
C9 -0.6425 -0.5071 -1.8953
C10 -1.8837 -0.6242 -2.5295
C11 -2.1385 0.0470 -3.7015
C12 -1.1523 0.8451 -4.2920
C13 0.0950 0.9416 -3.6761
C14 0.3408 0.2767 -2.4921
H6 1.3133 0.3511 -2.0349
H7 0.8810 1.5378 -4.1099
O3 -1.5034 1.4590 -5.4403
C15 -0.5759 2.3185 -6.0775
C16 -1.2443 2.8984 -7.3262
C17 -1.5232 1.7916 -8.3393
H8 -2.0630 2.1882 -9.1954
H9 -2.1225 1.0090 -7.8819
H10 -0.5903 1.3555 -8.6912
C18 -0.3624 3.9858 -7.9322
H11 -0.8373 4.4034 -8.8160
H12 0.6020 3.5745 -8.2231
H13 -0.1932 4.7904 -7.2204
H14 -2.1969 3.3379 -7.0144
H15 0.3252 1.7585 -6.3629
H16 -0.2876 3.1283 -5.3942
H17 -3.1006 -0.0203 -4.1840
H18 -2.6728 -1.2100 -2.0760
O4 -0.8370 -2.5149 -0.5823
H19 -1.2575 -2.7632 -1.4172
C19 0.5320 -1.5565 1.6605
C20 1.6325 -2.5480 1.3533
C21 1.3815 -3.9111 1.2819
C22 2.4299 -4.7599 0.9603
N3 3.6603 -4.3416 0.7236
C23 3.8984 -3.0430 0.7952
C24 2.9261 -2.1048 1.1005
H20 3.1658 -1.0527 1.1443
H21 4.9184 -2.7429 0.5949
H22 2.2788 -5.8293 0.8918
H23 0.3914 -4.2989 1.4648
H24 -0.3595 -2.1018 1.9985
H25 1.8645 -0.1293 4.4065
H26 1.9314 -1.8454 3.9346
C25 0.3948 0.3315 6.6820
C26 -0.4023 0.7362 7.9200
H27 -1.0417 1.5902 7.7163
H28 0.2772 1.0019 8.7259
H29 -1.0269 -0.0924 8.2426
H30 1.0801 -0.4724 6.9620
H31 0.9989 1.1858 6.3395
H32 -1.4661 1.6410 5.5648
H33 -0.2763 1.4652 4.2719

Output
Energy relative to the best compared isomer or geometry (same formula, charge and spin) ... 201.1 kJ/mol
Electronic energy ... -40157.74939 eV
Charge ... 0
E_LUMO ... -0.4 eV
E_HOMO ... -8.15 eV